Entry 1:
Molecular formula: C2H13NO3
Method: DFT, ωB97M-V/def2-TZVPD

```
19
Properties=species:S:1:pos:R:3:forces:R:3:lowdin_charge:R:1
H 2.573805 -1.151126 1.807887 -0.043 0.492 0.480 0.0766
C 0.787939 -0.436164 0.836962 1.287 1.476 -0.265 -0.2807
H 1.830479 0.900437 -0.391401 -0.714 -0.124 0.131 0.0671
N 0.859143 0.604611 -0.250284 -0.976 -0.272 0.341 -0.0361
H -0.124724 -0.400087 1.422131 -0.206 0.419 -0.246 0.0676
H 2.667527 0.499798 1.215491 0.369 0.072 0.038 0.0479
H -0.343759 2.596472 -2.171294 -0.139 -0.230 0.175 0.0082
H -0.046366 -0.370896 -2.203293 -0.387 0.343 -0.342 0.0315
O -0.751272 2.304330 -2.986911 -0.017 0.621 -0.586 -0.0708
H -1.250244 -0.540522 -1.397892 -0.363 -0.033 -0.072 0.0230
C 2.026827 -0.194730 1.740054 0.046 -1.490 -0.464 -0.0876
O -1.476872 -1.916743 3.061169 -0.024 0.731 -0.206 -0.0659
H -1.497332 -0.961340 2.858249 -0.067 -0.743 0.252 0.0304
H 0.776993 -1.407860 0.359648 0.322 -0.276 0.046 0.0947
O -1.014492 -0.419606 -2.324772 0.442 -0.403 0.421 -0.0853
H 0.306296 1.413639 0.037686 0.430 -0.140 -0.223 0.0717
H -2.246317 -2.275641 2.606762 0.011 -0.015 0.033 0.0370
H -1.376966 1.599832 -2.790416 0.326 -0.249 0.283 0.0048
H 1.850028 0.236177 2.717583 -0.298 -0.178 0.204 0.0660
```
Positions in Å, forces in eV/Å.

Values from the calculation:
E_tot: -364.43778 Ha
LUMO: 0.012 hartree
Energy relative to the best compared isomer or geometry (same formula, charge and spin): 31.2 kcal per mole
SMILES string: CCN.O.O.O
2S+1: 1
Total charge: 0
Kohn-Sham gap: 10.2 eV
HOMO level: -0.3619 Ha



Entry 2:
Molecular formula: C2H13NO4
Method: DFT, ωB97M-V/def2-TZVPD

```
20
Properties=species:S:1:pos:R:3:forces:R:3:lowdin_charge:R:1
O 0.914083 -2.857859 2.491642 -0.089 -0.004 0.211 -0.0701
C 2.149937 -0.135217 -0.509684 -0.196 0.325 -1.963 -0.1326
H 0.581406 -3.111303 3.364233 0.145 0.147 -0.266 0.0368
H 1.235986 0.050179 -1.085761 0.110 0.528 -0.018 0.0792
H 2.903288 0.677541 1.144732 -0.277 0.454 0.515 0.1066
H 3.024717 0.307204 -1.075441 -0.977 0.069 0.747 0.0996
H 1.349530 -2.005099 2.609960 -0.034 -0.073 -0.021 0.0157
H 0.010264 0.470887 1.547431 0.064 -0.240 -0.204 0.0928
N 2.001176 0.348990 0.851230 0.917 -1.215 -0.235 -0.1017
O 0.384639 2.054473 0.245694 1.440 -1.128 -0.444 -0.1106
H -1.852031 0.908871 1.468978 -0.172 -0.022 -0.089 0.0031
H 1.037019 1.935443 -0.502748 -1.255 0.486 1.164 0.0842
H 2.253799 -1.185868 -0.770813 0.210 -0.639 1.283 0.0679
O -3.314247 -1.812466 -5.573540 0.193 0.605 0.730 -0.0684
H -3.002585 -2.054172 -4.690831 -0.024 -0.506 -0.199 0.0331
C 0.861528 1.087831 1.265856 0.279 1.724 -0.683 -0.2654
O -2.402593 1.696846 1.486133 0.083 0.128 0.190 -0.0586
H -1.758138 2.414566 1.435541 -0.122 -0.064 -0.179 0.0256
H 1.156966 1.715710 2.119342 -0.122 -0.478 -0.012 0.1274
H -3.369967 -0.854631 -5.439773 -0.171 -0.098 -0.526 0.0353
```
Positions in Å, forces in eV/Å.

Values from the calculation:
E_tot: -439.65713 Ha
LUMO: 0.017 hartree
Energy relative to the best compared isomer or geometry (same formula, charge and spin): 41.2 kcal per mole
SMILES string: CNCO.O.O.O
2S+1: 1
Total charge: 0
Kohn-Sham gap: 10.1 eV
HOMO level: -0.3554 Ha



Entry 3:
Molecular formula: C2H13NO4
Method: DFT, ωB97M-V/def2-TZVPD

```
20
Properties=species:S:1:pos:R:3:forces:R:3:lowdin_charge:R:1
H -0.767757 -1.353819 -2.487157 0.063 -0.058 0.299 0.0608
O 2.077169 0.583617 -1.532494 -0.035 -0.158 -0.061 -0.0735
H 2.177385 -0.153790 0.192470 -0.040 0.124 -0.077 0.0029
H -0.213704 0.847702 1.950960 -0.308 0.012 0.183 0.0609
H 1.406601 -0.042850 -1.855650 0.038 0.000 0.016 0.0110
H -1.929561 1.572800 1.680163 0.233 0.186 -0.458 0.0543
H 2.828228 -1.122271 1.202623 -0.065 0.120 -0.020 0.0433
C -1.621392 -0.385268 1.011318 0.924 0.173 -0.074 -0.2830
H -0.405535 1.444856 -0.978811 -0.136 0.038 -0.424 0.0022
O -0.259844 2.383784 -1.188766 0.006 -0.473 0.484 -0.0657
H -2.512487 -0.478161 0.406728 -0.497 0.028 0.471 0.1071
H 1.620839 1.432228 -1.616424 0.062 0.139 0.135 0.0261
H 0.072870 -1.542421 1.405921 -0.144 0.301 0.144 0.0650
H -0.347261 2.749266 -0.300008 0.067 0.347 -0.134 0.0363
O -0.323486 -0.866086 -1.784985 0.170 0.252 -0.329 -0.0625
C -1.218831 0.768472 1.536886 -0.082 -0.180 0.313 -0.0236
N -0.844767 -1.559619 0.973588 -0.376 -0.243 -0.510 0.0088
O 2.047713 -0.574908 1.063884 0.051 -0.191 0.096 -0.0750
H -0.364748 -1.368950 -0.951962 -0.274 -0.189 0.049 0.0140
H -1.421431 -2.334581 1.271716 0.344 -0.228 -0.103 0.0906
```
Positions in Å, forces in eV/Å.

Values from the calculation:
E_tot: -439.70779 Ha
LUMO: 0.024 hartree
Energy relative to the best compared isomer or geometry (same formula, charge and spin): 9.4 kcal per mole
SMILES string: C=CN.O.O.O.O
2S+1: 1
Total charge: 0
Kohn-Sham gap: 9.6 eV
HOMO level: -0.3279 Ha



Entry 4:
Molecular formula: C2H13NO4
Method: DFT, ωB97M-V/def2-TZVPD

```
20
Properties=species:S:1:pos:R:3:forces:R:3:lowdin_charge:R:1
C 1.542298 -0.480584 1.078654 -1.351 -1.715 1.623 0.1760
H -3.227098 2.396132 -2.457530 -0.782 1.746 -1.394 0.0643
H 1.514647 -1.536809 0.709498 -0.240 0.934 0.473 0.1161
O -1.934098 -1.733233 -2.283145 -0.066 2.109 1.944 -0.0549
H 3.064350 -0.857203 3.912930 -0.023 0.054 -0.156 -0.0176
H -2.121271 -1.468966 -1.331862 0.449 -0.693 -1.916 0.0112
H 1.262786 -0.323044 2.224629 1.025 0.033 -2.778 0.1578
O -2.301474 -0.663750 0.712466 -0.099 0.262 -2.411 -0.0803
H 4.473802 -0.495668 4.478773 -1.727 -1.016 0.427 0.0817
H -1.978869 -2.668695 -2.254759 -0.104 -1.569 -0.135 0.0218
H 1.097361 -0.343391 -1.596953 -0.359 0.602 0.499 0.1481
H -4.034503 3.690147 -2.401817 -0.880 0.959 0.914 0.0042
H 1.895174 1.022932 -1.966105 0.508 1.318 0.436 0.1432
N 1.462123 0.541304 -1.198741 0.063 -3.664 2.296 0.2132
H -3.016395 -1.098463 0.178196 0.441 0.437 1.245 0.0615
O -3.548769 3.179313 -3.017768 1.643 -2.700 0.477 -0.0682
C 1.782942 0.508502 0.133838 0.553 2.303 -3.136 -0.0988
H 2.366215 1.391584 0.388499 -0.355 0.128 0.506 0.1445
H -1.919375 -0.065601 0.012083 -0.506 -0.484 1.319 0.0455
O 3.620153 -0.994507 4.679115 1.810 0.955 -0.231 -0.0694
```
Positions in Å, forces in eV/Å.

Values from the calculation:
E_tot: -439.32688 Ha
⟨S²⟩: 0.76
LUMO (spin up / spin down): -0.186 / -0.295 hartree
Energy relative to the best compared isomer or geometry (same formula, charge and spin): 38.0 kcal per mole
2S+1: 2
Total charge: +1
Kohn-Sham gap (spin up / spin down): 8.8 / 5.8 eV
HOMO level (spin up / spin down): -0.5075 / -0.5075 Ha



Entry 5:
Molecular formula: C2H13NO5
Method: DFT, ωB97M-V/def2-TZVPD

```
21
Properties=species:S:1:pos:R:3:forces:R:3:lowdin_charge:R:1
C 0.494026 0.872014 -2.441338 -0.047 2.313 0.873 -0.1036
O 0.511382 0.338675 3.369197 -0.430 -1.903 -0.983 -0.0631
H -0.077613 0.792568 0.001029 1.161 2.081 1.761 0.0281
O 2.586519 -0.664596 0.271258 -3.051 -1.307 -0.585 -0.0636
O 0.602918 1.444236 0.497033 -0.985 -0.347 -0.432 -0.1676
H 1.758481 -0.193074 -0.053354 2.248 -0.269 0.848 0.0201
H -2.746147 -0.402904 1.192843 0.654 0.001 -0.752 -0.0125
H -2.443906 -1.009402 2.589876 -0.451 0.560 -0.654 0.0508
H 0.613606 -0.124118 2.501934 -0.321 0.120 1.020 0.0336
H 0.225449 1.412572 -1.454583 0.131 -1.741 -1.801 0.0811
H -1.348484 -1.854018 -2.022634 0.462 -0.474 1.021 0.1489
H 1.591381 0.991847 -2.394067 -0.460 -0.177 -0.814 0.0993
H -0.070685 1.490890 -3.146547 0.994 0.270 -0.452 0.0905
H 0.324034 -1.017883 -3.426622 -0.018 -0.024 -0.417 0.1259
H 0.332617 2.380647 0.642655 -0.248 -1.437 -0.396 0.0722
O -3.108497 -0.526469 2.056472 -0.130 -0.533 1.379 -0.0592
O -0.760919 -0.475579 -0.554063 -0.902 -1.184 1.078 -0.0083
N 0.005930 -0.458426 -2.662923 -0.870 -1.283 2.844 -0.0119
C -0.688405 -1.067907 -1.609988 0.547 2.093 -3.338 -0.2541
H 0.970575 1.113451 3.124427 0.760 1.732 -0.026 -0.0106
H 3.344230 -0.126377 0.274284 0.958 1.511 -0.173 0.0038
```
Positions in Å, forces in eV/Å.

Values from the calculation:
E_tot: -514.90857 Ha
LUMO: 0.014 hartree
Energy relative to the best compared isomer or geometry (same formula, charge and spin): 55.2 kcal per mole
SMILES string: CNC=O.O.O.O.O
2S+1: 1
Total charge: 0
Kohn-Sham gap: 11.0 eV
HOMO level: -0.3906 Ha



Q: Which of these has the highest E_tot?
A: C2H13NO3